C18H30NO5P2Ru | the ωB97M-V functional and the def2-TZVPD basis

The lowest unoccupied orbital energy (alpha / beta) comes out at -2.665 / -6.401 eV. The net charge is +1. Its energy above the lowest of the compared OMol25 structures with the same formula, charge and spin is 0.0 kcal/mol. The calculation puts the highest occupied orbital energy (alpha / beta) at -8.47 / -10.18 eV. The calculation puts the frontier orbital gap (alpha / beta) at 5.802 / 3.782 eV. Its spin multiplicity is 5.

CARTESIAN COORDINATES (ANGSTROEM)
C 1.802599 -4.322823 -2.067800
C 1.614223 -3.187888 -1.238518
N 0.323971 -2.895817 -0.801243
C -0.701439 -3.716084 -1.087827
C -0.508863 -4.889934 -1.819506
C 0.759188 -5.183039 -2.326280
C 2.657770 -2.343037 -0.833105
P 2.308457 -0.909765 0.163534
Ru 0.061086 -1.281904 0.427815
P -2.141345 -1.550792 -0.102181
C -2.081107 -3.321637 -0.589087
O 3.465585 0.046460 -4.185714
O 1.075079 4.388918 -1.159079
H 2.811847 -4.482885 -2.447461
H -1.373650 -5.532196 -1.977114
H 0.913560 -6.088215 -2.914231
C 3.434566 -0.958234 1.592928
C 2.769580 0.558588 -0.782211
H -2.837559 -3.501406 -1.364976
H -2.362343 -3.915228 0.296796
H 4.056754 0.490927 -4.777907
H 3.657563 -2.533468 -1.224433
C -3.232412 -1.433052 1.316289
C -2.932880 -0.698609 -1.491001
H -0.332542 -0.402720 -0.797941
H 0.659621 3.502823 -1.001068
H 0.675328 4.764002 -1.923242
H 2.700470 -0.195764 -4.734760
H 0.947423 -0.528092 1.572178
H 0.455194 -0.160362 -0.733942
H 4.469878 -0.720029 1.303585
H 3.069759 -0.213334 2.316762
H 3.395204 -1.958313 2.048090
H 3.576407 1.092240 -0.258269
H 3.092660 0.282322 -1.797421
H 1.895771 1.225086 -0.841001
H -3.904804 -1.166105 -1.709030
H -3.082611 0.355693 -1.221107
H -2.288862 -0.755230 -2.378466
H -4.272676 -1.577574 1.004656
H -2.955612 -2.196606 2.052664
H -3.108801 -0.438689 1.761817
O -2.069472 1.898919 3.454914
C -1.716230 3.105958 2.992525
C -2.079192 4.239865 3.746901
C -1.679241 5.499838 3.321065
C -0.934988 5.656476 2.142949
C -0.594955 4.535558 1.382168
C -0.975627 3.252829 1.777448
C -0.618500 2.053939 0.952666
O -0.104964 2.196006 -0.181260
O -0.876754 0.904385 1.492671
H -1.632994 1.251442 2.794291
H -2.664127 4.090456 4.653610
H -1.955245 6.372422 3.912697
H -0.618970 6.647773 1.813789
H -0.010782 4.645908 0.472374

Force components x, y, z for each atom (eV/Å):
0.59 0.36 0.24
-0.88 -0.38 -0.23
0.28 -1.37 -0.14
0.35 0.23 -0.09
-0.02 0.07 -0.07
-0.32 -0.24 -0.07
0.70 -0.38 -0.78
-0.76 -1.02 1.07
2.00 0.79 1.08
0.25 -1.02 0.92
-0.47 -0.16 -0.30
-0.97 -0.56 0.24
0.42 -0.83 0.94
-0.34 -0.18 0.04
0.33 0.02 -0.09
-0.01 0.29 0.13
0.51 -0.03 -0.12
0.21 0.57 -0.05
0.17 -0.32 0.11
0.18 0.14 -0.27
0.54 0.39 -0.48
-0.16 -0.12 0.06
-0.99 -0.05 -0.04
-0.24 0.07 0.03
-1.21 1.32 -1.84
0.19 0.69 -0.18
-0.46 0.34 -1.01
0.42 0.14 0.28
-0.21 0.21 0.68
0.55 0.75 -0.46
-0.26 -0.13 0.13
0.19 -0.28 -0.25
-0.05 0.35 -0.08
-0.16 -0.14 -0.29
-0.07 0.11 0.31
0.40 -0.18 -0.01
0.24 0.21 0.00
0.05 -0.24 -0.15
-0.16 0.02 0.23
-0.07 0.05 0.31
0.01 0.23 -0.19
-0.07 -0.28 -0.13
0.54 2.53 -0.52
-0.45 -2.27 0.61
-0.10 1.51 0.30
-0.68 -0.57 0.92
-0.02 0.13 0.11
-0.08 -1.40 -0.03
0.47 1.30 -0.51
0.48 -1.84 -1.08
-0.68 0.06 1.40
-0.60 2.02 0.19
0.37 -0.47 -0.70
0.18 0.07 -0.22
0.08 -0.24 -0.16
-0.12 -0.29 0.13
-0.05 0.02 0.05

***

C18H31BrCl3F8K2N3O14S | the ωB97M-V functional and the def2-TZVPD basis

The lowest unoccupied orbital energy comes out at -4.527 eV. The net charge is 0. Its energy above the lowest of the compared OMol25 structures with the same formula, charge and spin is 0.0 kcal/mol. The calculation puts the highest occupied orbital energy at -5.85 eV. The calculation puts the frontier orbital gap at 1.327 eV.

CARTESIAN COORDINATES (ANGSTROEM)
C 4.471836 2.172939 -1.628097
O 4.245320 1.051120 -2.466686
C 2.941257 0.595120 -2.221578
C 2.576047 -0.535423 -3.170430
C 1.074658 -0.721368 -3.348002
C 0.368665 -1.084873 -2.029483
N -0.093680 0.118702 -1.347406
N 0.573172 0.500930 -0.178860
C 0.387120 -0.089537 0.866131
O 0.600475 -0.792910 1.787512
S -2.467881 0.012107 -1.140495
C -3.188418 0.313941 -2.865273
O -3.010192 -1.303942 -0.710792
O -2.923968 1.157394 -0.341445
H 3.880351 3.019637 -1.981090
H 4.192961 1.970564 -0.596549
H 5.520504 2.447557 -1.640096
H 2.248738 1.438816 -2.357406
H 2.886430 0.209748 -1.201646
H 3.083474 -0.416578 -4.125446
H 2.975420 -1.440437 -2.728604
H 0.970304 -1.595384 -3.995698
H 0.632587 0.171303 -3.832777
H -0.465256 -1.748931 -2.279467
H 1.056665 -1.666129 -1.422290
H 0.062918 0.881524 -1.991735
H -3.464863 -0.662814 -3.290653
H -2.418630 0.763854 -3.486459
H -4.094823 0.920764 -2.850793
N -1.034817 3.282229 4.857571
C -0.982276 2.251281 3.953579
C -1.102179 2.774339 2.696949
C -1.229987 4.179707 2.844623
C -1.180695 4.460254 4.181432
H -0.974775 3.189434 5.853214
H -0.867902 1.237593 4.289423
H -1.102030 2.218175 1.773546
H -1.342108 4.900786 2.054368
H -1.237147 5.395995 4.709512
O 1.397882 3.362923 1.463009
Cl 2.576175 3.248423 2.280378
O 3.683836 2.830079 1.465175
O 2.344849 2.233068 3.310738
O 2.865785 4.497749 2.910285
C 5.184811 -2.394515 -0.284700
Cl 6.631905 -1.674000 -1.012632
Cl 4.333515 -3.380119 -1.560898
H 5.482382 -3.067973 0.503239
H 4.510986 -1.608140 0.107548
K 1.146295 0.349911 3.541119
Br 5.273236 -0.654749 1.756686
C 4.547765 5.055427 5.936409
O 5.711959 4.998405 5.554521
O 3.731154 4.104772 5.889109
O 3.997369 6.063032 6.444319
O 3.200375 5.300736 -0.648994
H 3.841094 5.540385 0.027484
H 2.749661 4.533302 -0.273988
K -2.044428 0.083751 -5.179685
C -5.355067 -3.523589 -1.025059
C -5.917841 -3.344223 -2.445234
C -7.422377 -3.109441 -2.594993
F -8.148977 -4.129041 -2.105046
F -7.719899 -2.994216 -3.915524
F -5.522484 -4.381424 -3.217880
F -5.312912 -2.229579 -2.952918
O -5.137022 -4.846284 -0.551579
C -6.138592 -5.589631 0.006190
C -6.498141 -6.813961 -0.844620
F -6.836203 -6.460005 -2.098914
F -7.556461 -7.449026 -0.290748
F -7.217309 -4.830621 0.279274
F -5.675519 -6.052772 1.189499
H -4.354311 -3.092446 -1.060905
H -5.898492 -2.922729 -0.297126
H -7.717401 -2.183670 -2.094157
H -5.650293 -7.500025 -0.891273
O 7.980016 0.761677 2.898196
H 8.565145 0.213998 3.447379
H 7.357242 1.285119 3.441752
H 7.443015 0.191938 2.255957

Force components x, y, z for each atom (eV/Å):
0.06 0.21 0.04
0.05 -0.11 0.05
0.12 -0.15 -0.56
0.26 0.25 0.18
0.53 -0.75 0.19
0.28 0.19 -0.62
3.28 1.06 -0.49
-0.79 -0.30 -0.04
0.93 -1.15 -1.23
-1.15 -0.87 -1.34
-1.20 -0.76 0.55
-1.29 -0.33 -0.05
-0.78 -0.15 -0.22
-0.46 0.41 -0.09
-0.01 0.17 0.01
-0.03 -0.12 0.12
0.17 -0.11 -0.23
-0.14 0.06 0.24
-0.25 0.31 0.27
-0.03 0.24 -0.14
0.05 -0.34 -0.14
-0.25 0.12 -0.36
-0.06 -0.21 0.13
-0.44 0.18 0.41
0.05 0.00 0.23
-0.14 0.31 0.23
0.11 -0.02 0.22
-0.51 0.97 2.25
0.05 0.27 0.05
0.07 -0.05 0.02
-0.18 0.17 0.13
-0.15 -0.12 0.06
-0.07 0.01 -0.01
-0.06 -0.01 0.02
0.03 0.02 0.02
-0.51 0.04 0.20
-0.08 0.06 -0.05
0.06 0.00 -0.03
0.01 0.02 -0.01
0.10 -0.16 -0.12
0.16 0.33 -0.16
0.15 -0.06 0.07
0.72 1.14 -0.22
0.06 0.13 0.17
-0.62 -0.37 -1.30
-0.09 -0.09 -0.02
0.07 -0.03 0.32
-0.01 -0.10 -0.02
0.37 -1.03 -1.22
0.72 0.09 2.75
1.26 1.87 2.60
0.19 0.03 -0.19
-0.07 -0.04 0.04
-0.05 0.12 0.17
-0.08 -0.20 -0.03
0.00 -0.04 -0.11
-0.04 -0.04 0.06
-0.03 0.05 0.09
0.80 -0.90 -2.53
0.44 0.44 0.40
0.37 -0.69 0.33
-0.17 0.29 -0.21
0.09 -0.06 0.04
0.08 0.03 -0.01
-0.13 0.01 -0.14
-0.18 0.23 -0.06
-0.29 -0.33 -0.59
0.22 0.70 0.19
0.00 -0.32 -0.04
-0.03 0.08 0.03
0.01 0.03 0.08
-0.15 -0.19 -0.03
-0.05 -0.19 0.01
-0.01 0.07 -0.04
-0.20 -0.05 -0.08
0.05 -0.01 0.04
0.04 0.04 0.07
0.47 0.35 -0.04
-0.10 -0.06 0.09
-0.23 -0.15 -0.10
-1.34 -0.46 -0.29

***

C18H31BrN10PS | the ωB97M-V functional and the def2-TZVPD basis

The lowest unoccupied orbital energy comes out at -5.014 eV. The net charge is +1. The calculation puts the highest occupied orbital energy at -12.87 eV. The calculation puts the frontier orbital gap at 7.855 eV.

CARTESIAN COORDINATES (ANGSTROEM)
S -4.771394 1.576502 0.736262
P -4.045985 0.281214 -0.469830
N -2.462709 -0.432250 0.036116
Br -2.139505 -2.014578 -1.002456
H -3.975717 0.780463 -1.779040
H -4.913248 -0.817722 -0.514654
H -2.558943 -0.755262 1.011722
H -1.644399 0.230267 -0.084030
C 0.976089 -1.565318 1.771378
C -0.356595 -1.736787 2.326681
N -1.403419 -1.857985 2.780147
H 1.042803 -1.990030 0.769989
H 1.233302 -0.509751 1.709168
H 1.717779 -2.057482 2.397361
C 0.353126 -1.375662 -3.964780
C 1.252709 -1.339715 -2.822276
N 1.950623 -1.291069 -1.916875
H 0.029262 -2.393536 -4.177435
H -0.535425 -0.775909 -3.773206
H 0.824119 -0.993229 -4.870101
C -3.854367 -0.058347 4.735834
C -3.724433 0.285639 6.139747
N -3.595261 0.588827 7.235366
H -3.144509 -0.835770 4.457787
H -4.856741 -0.420048 4.508114
H -3.661675 0.808149 4.104207
C 4.403227 0.114286 -4.003318
C 3.396366 0.486953 -4.980468
N 2.557681 0.787376 -5.702336
H 5.375683 0.529071 -4.260551
H 4.138571 0.470792 -3.009740
H 4.535586 -0.961007 -3.954284
C 6.076225 -3.889461 -2.809326
C 5.971783 -3.198004 -4.083909
N 5.890386 -2.651631 -5.087355
H 5.097335 -4.216660 -2.464674
H 6.713895 -4.766431 -2.897224
H 6.502648 -3.237712 -2.049327
C 3.613434 4.035434 -3.397595
C 4.684791 3.386989 -2.656335
N 5.502486 2.783700 -2.127682
H 3.988886 4.693056 -4.177911
H 2.963464 3.294265 -3.860699
H 3.000258 4.661117 -2.749490
C -2.549882 3.828230 7.303963
C -1.569602 3.964174 6.239603
N -0.794772 4.067326 5.402426
H -2.500649 2.838848 7.753381
H -2.388623 4.564209 8.089136
H -3.558543 3.965466 6.920086
C -5.813930 -2.888422 1.836717
C -6.594537 -1.957263 2.633379
N -7.202449 -1.224561 3.267885
H -4.757180 -2.617330 1.849423
H -5.896830 -3.904673 2.215472
H -6.148785 -2.896659 0.799858
C 1.599932 1.760150 -1.571198
C 0.335815 1.133263 -1.192937
N -0.636221 0.611019 -0.880754
H 1.901998 1.452790 -2.570967
H 1.530438 2.845159 -1.548795
H 2.389264 1.463788 -0.881578

Force components x, y, z for each atom (eV/Å):
0.66 -0.13 0.03
-1.87 1.26 1.17
-3.42 -2.34 0.81
0.17 0.47 0.37
0.84 -0.60 -0.13
0.66 -0.48 -0.37
-0.05 0.00 0.05
0.31 0.01 -0.48
0.31 -0.03 -0.16
0.28 0.05 0.03
-0.39 0.10 -0.29
-0.08 -0.03 -0.01
-0.08 0.05 0.08
-0.07 -0.03 0.09
-0.27 -0.12 -0.39
-0.31 -0.11 -0.62
0.30 -0.01 0.48
0.07 -0.08 0.14
0.02 0.06 0.12
0.20 0.10 0.13
-0.10 -0.22 -0.46
0.04 0.03 -0.31
0.03 0.07 0.37
0.07 -0.02 0.13
-0.07 0.05 0.14
0.01 0.11 0.12
0.48 -0.06 0.22
0.13 -0.12 0.33
-0.31 0.10 -0.11
-0.04 0.13 -0.09
-0.06 0.08 -0.04
-0.19 -0.10 -0.17
0.04 -0.17 0.30
0.07 -0.18 0.18
-0.08 0.14 -0.20
-0.06 0.03 -0.08
0.03 0.00 -0.10
0.03 0.09 -0.06
-0.37 0.42 -0.03
-0.23 -0.04 -0.35
0.14 -0.08 0.26
0.22 -0.11 -0.04
0.11 -0.08 -0.08
0.08 -0.04 0.16
-0.24 -0.03 0.32
-0.15 -0.01 0.23
0.18 -0.03 -0.30
0.05 -0.07 -0.08
0.13 0.09 -0.08
0.01 0.01 -0.11
0.25 -0.21 -0.30
0.14 -0.22 -0.14
-0.13 0.28 0.19
0.00 0.04 0.13
-0.07 0.02 0.12
-0.13 0.06 0.03
0.05 0.11 0.01
0.60 0.19 -0.11
2.60 1.84 -1.16
-0.18 -0.12 -0.04
-0.27 0.04 0.07
-0.09 -0.17 0.08

***

no.,DFT total energy (eV)
1,-52029.962
2,-225119.567
3,-124225.746